# 1
C5H9NO | ωB97M-V/def2-TZVPD

Each line ends with the Mulliken charge.
Atoms and positions in Å:
C: -0.455 1.958 -0.432  -1.0407
C: -0.506 0.429 -0.336  -0.5586
C: 0.035 -0.225 0.913  1.0274
O: -0.715 0.037 2.023  -0.5384
C: 1.038 -1.090 1.047  -0.9890
C: 0.045 -3.265 -1.641  -0.2594
N: 0.710 -2.300 -1.710  -0.1342
H: 0.549 2.342 -0.630  0.3156
H: -1.116 2.297 -1.240  0.3220
H: -0.801 2.425 0.494  0.2947
H: -0.066 0.004 -1.234  0.0999
H: -1.562 0.131 -0.364  0.3370
H: 1.268 -1.473 -1.641  0.3910
H: -1.461 0.581 1.752  0.3098
H: 1.242 -1.552 2.012  0.2610
H: 1.664 -1.373 0.220  0.1620

- HOMO-LUMO gap (eV) = 9.7
- HOMO energy (eV) = -9.0

***

# 2
C5H9NO | ωB97M-V/def2-TZVPD

Each line ends with the Mulliken charge.
Atoms and positions in Å:
C: -0.821 1.326 0.183  -0.9551
N: 0.633 0.903 -0.134  -0.1892
C: 1.071 -0.317 0.092  0.7029
C: 2.554 -0.675 -0.101  -0.8360
O: 0.318 -1.136 0.566  -0.6331
H: -1.308 0.604 0.745  0.3868
H: -0.702 2.275 0.611  0.3805
H: -1.555 1.303 -0.725  0.3067
H: 1.147 1.527 -0.625  0.1387
H: 2.933 0.206 -0.892  0.2326
H: 2.819 -1.844 -0.415  0.2619
H: 3.070 -0.516 0.991  0.2201
C: -2.839 -0.418 0.068  -1.0620
C: -2.235 -1.354 -0.331  0.2448
H: -3.477 0.378 0.458  0.4273
H: -1.606 -2.263 -0.491  0.3731

- HOMO-LUMO gap (eV) = 10.1
- HOMO energy (eV) = -9.2

***

# 3
C5H9NO | ωB97M-V/def2-TZVPD

Each line ends with the Mulliken charge.
Atoms and positions in Å:
C: -1.383 -0.891 -0.783  -1.0760
C: -0.528 0.146 -0.153  0.2965
C: 0.779 0.311 0.131  0.2346
N: 1.882 -0.532 -0.093  -0.0844
O: 2.919 -0.076 0.354  -0.3915
C: 0.628 1.651 0.804  -0.3125
C: -0.890 1.472 0.485  -0.4923
H: -1.997 -0.447 -1.576  0.3131
H: -2.077 -1.296 -0.036  0.2941
H: -0.797 -1.713 -1.200  0.2385
H: 0.880 1.669 1.868  0.2363
H: 1.116 2.491 0.302  0.2356
H: -1.316 2.215 -0.199  0.2532
H: -1.538 1.387 1.364  0.2443
H: 0.935 -3.456 -0.772  0.1051
H: 1.387 -2.932 -0.496  -0.0947

- HOMO-LUMO gap (eV) = 8.5
- HOMO energy (eV) = -8.9

***

# 4
C5H9NO | ωB97M-V/def2-TZVPD

Each line ends with the Mulliken charge.
Atoms and positions in Å:
H: 2.517 1.697 0.073  0.2919
N: 2.423 0.691 0.233  -0.6648
C: 1.301 0.333 -0.223  0.5579
C: 0.819 -1.107 -0.104  -0.6067
C: -0.603 -1.147 0.482  -0.6157
C: -1.391 -0.062 -0.248  -0.5150
C: -0.800 1.302 0.044  -0.4801
O: 0.430 1.264 -0.781  -0.4508
H: 0.797 -1.576 -1.098  0.2974
H: 1.540 -1.657 0.508  0.3111
H: -0.556 -0.966 1.566  0.3013
H: -1.055 -2.134 0.342  0.3073
H: -1.024 -0.056 -1.275  0.2738
H: -2.477 -0.175 -0.295  0.4056
H: -0.444 1.503 1.062  0.3128
H: -1.468 2.118 -0.266  0.2739

- HOMO-LUMO gap (eV) = 11.1
- HOMO energy (eV) = -10.1

***

# 5
C5H9NO | ωB97M-V/def2-TZVPD

Each line ends with the Mulliken charge.
Atoms and positions in Å:
H: 2.621 1.731 -0.217  0.2534
N: 2.484 0.737 -0.022  -0.6510
C: 1.364 0.361 -0.481  -0.0694
C: 0.848 -1.046 -0.356  -0.5654
C: -0.536 -1.167 0.316  -0.5172
C: -1.489 -0.019 -0.020  -0.5933
C: -1.054 1.292 0.603  -0.0736
O: -0.426 1.367 1.631  -0.4639
H: 0.692 1.043 -1.029  0.4446
H: 0.784 -1.450 -1.376  0.2990
H: 1.587 -1.640 0.190  0.2711
H: -0.418 -1.200 1.403  0.3044
H: -0.995 -2.114 0.011  0.3512
H: -1.623 0.110 -1.102  0.2903
H: -2.489 -0.221 0.390  0.3463
H: -1.348 2.215 0.058  0.3736

- HOMO-LUMO gap (eV) = 10.8
- HOMO energy (eV) = -9.9

***

# 6
C5H9NO | ωB97M-V/def2-TZVPD

Each line ends with the Mulliken charge.
Atoms and positions in Å:
C: 0.318 -1.399 0.602  -1.1379
C: -0.274 -0.971 -0.930  0.1302
C: -1.141 0.271 -0.755  -0.6463
N: 0.093 1.026 -0.461  -0.0429
C: 0.166 1.638 0.858  -0.8663
C: 0.901 -0.094 -0.946  0.2723
O: 2.062 -0.313 -1.171  -0.6098
H: 1.116 -0.749 1.050  0.3235
H: 0.807 -2.371 0.598  0.3336
H: -0.503 -1.320 1.303  0.3769
H: -0.515 -1.633 -1.788  0.3869
H: -1.625 0.662 -1.662  0.2880
H: -1.901 0.208 0.034  0.2773
H: -0.410 1.073 1.618  0.2981
H: 1.206 1.693 1.181  0.3336
H: -0.255 2.647 0.827  0.2827

- HOMO-LUMO gap (eV) = 10.0
- HOMO energy (eV) = -9.1

***

# 7
C5H9NO | ωB97M-V/def2-TZVPD

Each line ends with the Mulliken charge.
Atoms and positions in Å:
C: -0.541 -1.896 0.098  -1.2418
C: -0.847 -0.513 -0.496  0.1406
C: -0.491 0.616 0.128  0.3627
C: -0.587 2.030 -0.496  -1.3153
O: -0.169 0.696 1.482  -0.4981
H: -0.758 -1.835 1.179  0.3344
H: 0.468 -2.241 -0.038  0.2772
H: -1.081 -2.741 -0.383  0.3370
H: -0.960 -0.409 -1.581  0.2705
H: -1.627 2.462 -0.483  0.3026
H: -0.240 2.089 -1.508  0.3502
H: 0.044 2.666 0.080  0.3812
H: 0.002 -0.304 1.723  0.2918
C: 2.206 -0.285 0.126  0.0292
N: 1.654 0.202 -0.743  -0.2896
H: 2.927 -0.538 0.913  0.2676

- HOMO-LUMO gap (eV) = 9.0
- HOMO energy (eV) = -8.2

***

# 8
C5H9NO | ωB97M-V/def2-TZVPD

Each line ends with the Mulliken charge.
Atoms and positions in Å:
C: -1.771 -0.132 -0.628  -1.2848
C: -1.068 0.560 0.521  0.1872
N: -0.483 -0.251 1.584  -0.4936
C: 0.400 0.554 0.709  -0.3188
C: 1.130 -0.560 -0.001  -0.1073
C: 1.935 -0.235 -1.218  -0.4485
O: 2.560 -0.442 0.033  -0.4701
H: -1.955 0.586 -1.434  0.3040
H: -2.737 -0.525 -0.296  0.3181
H: -1.176 -0.954 -1.034  0.3556
H: -1.578 1.438 0.903  0.4335
H: -0.628 -0.024 2.555  0.2039
H: 0.918 1.420 1.111  0.4285
H: 0.302 -1.271 0.775  0.4210
H: 2.167 -0.969 -1.993  0.2498
H: 1.982 0.804 -1.587  0.2214

- HOMO-LUMO gap (eV) = 10.0
- HOMO energy (eV) = -8.9

***

# 9
C5H9NO | ωB97M-V/def2-TZVPD

Each line ends with the Mulliken charge.
Atoms and positions in Å:
C: 2.996 0.334 0.249  -0.7043
O: 1.658 0.736 0.407  -0.2842
C: 0.747 -0.341 0.427  -0.4782
C: -0.650 0.263 0.531  -0.2936
C: -3.367 -0.240 -1.429  -0.3738
C: -1.766 -0.771 0.433  -0.3897
N: -2.551 -0.497 -0.484  0.0391
H: 3.613 1.237 0.218  0.2462
H: 3.152 -0.221 -0.691  0.2934
H: 3.340 -0.296 1.087  0.2850
H: 0.949 -1.011 1.279  0.3150
H: 0.846 -0.936 -0.497  0.3289
H: -0.724 0.777 1.497  0.2151
H: -4.222 0.412 -1.236  0.2444
H: -0.779 1.012 -0.264  0.3111
H: -3.176 -0.630 -2.434  0.2455

- HOMO-LUMO gap (eV) = 9.3
- HOMO energy (eV) = -8.3

***

# 10
C5H9NO | ωB97M-V/def2-TZVPD

Each line ends with the Mulliken charge.
Atoms and positions in Å:
C: -1.481 -0.453 0.129  -1.0097
C: -0.237 0.665 -1.504  -0.6025
C: 0.718 1.157 -0.488  -0.3824
N: 1.108 -0.130 -0.026  -0.2426
C: 1.091 -0.408 1.393  -0.8723
C: -0.409 -0.707 -1.033  0.8676
O: -0.389 -1.795 -1.589  -0.6740
H: -1.332 -1.293 0.807  0.3105
H: -2.455 -0.543 -0.353  0.3166
H: -1.462 0.485 0.692  0.3245
H: -0.432 1.054 -2.511  0.3728
H: 1.553 1.575 -1.077  0.3306
H: 0.378 1.913 0.231  0.3167
H: 0.380 0.190 1.984  0.3329
H: 0.864 -1.471 1.553  0.2991
H: 2.105 -0.238 1.791  0.3122

- HOMO-LUMO gap (spin up / spin down) (eV) = 7.3 / 8.4
- HOMO energy (spin up / spin down) (eV) = -8.6 / -8.9

***

# 11
C5H9NO | ωB97M-V/def2-TZVPD

Each line ends with the Mulliken charge.
Atoms and positions in Å:
C: 1.315 0.586 0.057  -1.1888
C: 0.434 -0.638 0.091  0.4112
C: 0.854 -1.724 1.050  -1.3771
C: -0.456 -1.106 -0.772  0.6632
O: -1.144 -1.835 -1.389  -0.4841
H: 2.346 0.285 -0.184  0.3377
H: 1.340 1.077 1.042  0.3186
H: 1.024 1.340 -0.676  0.3238
H: 1.031 -1.288 2.038  0.3495
H: 1.769 -2.212 0.697  0.2801
H: 0.080 -2.487 1.149  0.3498
C: -1.681 1.621 -0.264  -0.3404
N: -1.410 0.967 -1.311  -0.3897
H: -1.611 1.124 0.711  0.2831
H: -1.953 2.677 -0.271  0.2782
H: -1.460 1.505 -2.171  0.1848

- HOMO-LUMO gap (eV) = 8.7
- HOMO energy (eV) = -7.8

***

# 12
C5H9NO | ωB97M-V/def2-TZVPD

Each line ends with the Mulliken charge.
Atoms and positions in Å:
C: -1.596 1.229 0.896  -0.9208
C: -1.359 -0.247 0.947  0.0865
O: -1.938 -0.988 1.710  -0.5585
C: -0.232 -0.707 0.073  0.2932
C: 1.140 -1.034 0.521  -0.3809
N: 0.868 0.184 -0.229  -0.2897
C: 1.284 0.213 -1.622  -0.8663
H: -2.651 1.520 0.919  0.3564
H: -1.075 1.409 1.841  0.2421
H: -1.038 1.763 0.122  0.2721
H: -0.644 -1.276 -0.759  0.3267
H: 1.607 -1.875 0.011  0.2929
H: 1.455 -0.886 1.553  0.2365
H: 2.337 0.502 -1.697  0.3155
H: 0.688 0.957 -2.164  0.2592
H: 1.154 -0.763 -2.121  0.3351

- HOMO-LUMO gap (eV) = 10.3
- HOMO energy (eV) = -9.3

***

Computed energy, in the same sequence as the records: -325.8277, -325.7609, -325.7510, -325.8814, -325.8768, -325.8303, -325.8189, -325.7459, -325.7950, -325.7275, -325.8307, -325.8518 Eh.
Computed relative energy (zero: lowest compared OMol25 entry of this formula, charge and spin), in the same sequence as the records: 68.91, 110.85, 117.08, 35.26, 38.11, 67.32, 74.44, 120.25, 89.42, 131.83, 67.03, 53.81 kcal per mole.